# 1
This record from OMol25 describes a molecular structure, C6H9AlO5. The level of theory is wB97M-V/def2-TZVPD.

Last column: natural (NBO) charge in e.
Element x y z (Å)
1 O 0.22 -0.85 0.27  -0.686
2 C -0.62 -0.35 -0.76  0.813
3 O -1.22 -1.12 -1.50  -0.565
4 O -1.42 0.50 0.18  -0.680
5 C -2.61 1.02 -0.24  0.102
6 C 1.21 -1.80 -0.14  -0.080
7 H 0.68 -2.74 -0.37  0.235
8 H 1.70 -1.46 -1.06  0.213
9 C 2.23 -1.97 0.96  -0.646
10 H 2.66 -1.00 1.24  0.206
11 H 1.78 -2.46 1.84  0.233
12 H 3.05 -2.61 0.60  0.266
13 C -3.24 1.98 0.43  -0.430
14 H -2.89 0.71 -1.25  0.242
15 H -4.17 2.38 0.03  0.249
16 H -2.73 2.59 1.18  0.208
17 O 2.32 2.27 -1.41  -0.379
18 C 1.47 1.84 -0.70  0.996
19 O 1.16 1.73 0.47  -0.802
20 Al 0.08 0.64 1.54  1.588
21 H 0.34 0.67 -1.29  -0.082

Summary:
net charge: +1
frontier orbital gap (spin up / spin down): 0.29683 / 0.23468 Eh
spin multiplicity: 2
⟨S²⟩: 0.7505
E_HOMO (spin up / spin down): -13.639 / -13.628 eV

# 2
This record from OMol25 describes 2 unconnected molecules or ions with the total composition C3H5BrS. The level of theory is wB97M-V/def2-TZVPD.

Last column: natural (NBO) charge in e.
Element x y z (Å)
1 C 0.47 1.44 0.51  -0.418
2 C 2.07 -0.42 0.10  -0.348
3 C -1.24 -0.24 -0.60  -0.751
4 S -0.98 1.56 -0.25  0.434
5 Br 3.84 0.15 -0.11  0.058
6 H 0.95 2.42 0.53  0.160
7 H 2.22 -1.18 0.96  0.119
8 H -1.75 -0.66 0.28  0.223
9 H -0.22 -0.54 -0.57  0.287
10 H -2.03 -0.12 -1.33  0.236

Summary:
frontier orbital gap: 0.26399 Eh
ΔE to the lowest compared entry with this formula, charge and spin: 150.3 kcal/mol
E_HOMO: -7.791 eV

# 3
This record from OMol25 describes a molecular structure, C29H72CaN3O11. The level of theory is wB97M-V/def2-TZVPD.

Last column: Mulliken spin population.
Element x y z (Å)
1 Ca 0.10 -2.73 2.17  0.000
2 C -0.24 1.38 0.90  0.002
3 C -0.21 -0.07 1.19  0.000
4 O 0.88 -0.69 1.11  0.000
5 O -1.16 -0.65 1.63  0.000
6 H -0.87 1.42 0.02  0.000
7 H 0.69 1.75 0.44  -0.003
8 H -0.60 2.02 1.71  0.000
9 C -2.88 -3.17 3.05  0.000
10 O -2.17 -3.35 1.87  0.000
11 C -2.47 -4.62 1.22  0.000
12 C -1.26 -5.47 1.46  0.000
13 N -0.02 -4.80 1.05  0.000
14 C 1.18 -5.66 1.45  0.000
15 C 2.52 -5.00 1.07  0.000
16 O 2.44 -3.65 1.79  0.000
17 C 3.72 -3.12 1.95  0.000
18 H -3.94 -3.39 2.86  0.000
19 H -2.93 -2.16 3.44  0.000
20 H -2.48 -3.76 3.87  0.000
21 H -2.51 -4.32 0.18  0.000
22 H -3.40 -5.13 1.46  0.000
23 H -1.34 -6.37 0.85  0.000
24 H -1.35 -5.81 2.49  0.000
25 H -0.01 -4.88 0.05  0.000
26 H 1.02 -6.59 0.91  0.000
27 H 1.07 -6.09 2.44  0.000
28 H 2.53 -4.82 0.00  0.000
29 H 3.42 -5.57 1.25  0.000
30 H 4.17 -2.86 0.99  0.000
31 H 4.46 -3.79 2.38  0.000
32 H 3.74 -2.19 2.52  0.000
33 C -1.69 -1.28 -2.17  0.000
34 O -1.03 -1.86 -3.33  0.000
35 C 0.38 -2.14 -3.08  0.000
36 C 0.73 -3.07 -1.85  0.000
37 N -0.16 -4.23 -1.78  0.000
38 C 0.01 -5.26 -2.79  0.000
39 C 1.03 -6.42 -2.54  0.000
40 O 0.53 -7.20 -1.41  0.000
41 C 1.18 -8.48 -1.37  0.000
42 H -2.60 -0.82 -2.55  0.000
43 H -1.04 -0.53 -1.71  0.000
44 H -1.96 -1.96 -1.36  0.000
45 H 0.75 -1.13 -2.91  0.000
46 H 0.82 -2.53 -3.99  0.000
47 H 0.50 -2.47 -0.96  0.000
48 H 1.80 -3.29 -1.85  0.000
49 H -1.10 -3.88 -1.88  0.000
50 H 0.38 -4.87 -3.74  0.000
51 H -0.88 -5.81 -3.09  0.000
52 H 2.00 -6.02 -2.25  0.000
53 H 1.25 -7.03 -3.42  0.000
54 H 2.20 -8.34 -1.74  0.000
55 H 0.54 -8.89 -2.15  0.000
56 H 1.14 -8.94 -0.39  0.000
57 C 4.57 4.47 -0.80  0.029
58 O 4.41 5.86 -0.79  0.087
59 C 3.36 6.38 -1.58  0.013
60 C 1.95 6.31 -0.86  0.058
61 N 1.44 4.96 -0.94  0.658
62 C 0.04 4.91 -0.34  0.014
63 C -0.98 5.54 -1.27  0.059
64 O -1.06 6.85 -0.89  0.011
65 C -2.22 7.40 -1.39  0.006
66 H 4.78 4.20 -1.83  0.000
67 H 3.72 3.95 -0.37  -0.003
68 H 5.41 4.14 -0.18  0.004
69 H 3.26 5.83 -2.51  0.000
70 H 3.63 7.43 -1.74  0.004
71 H 1.22 7.06 -1.17  0.047
72 H 2.08 6.50 0.21  0.027
73 H 1.41 4.60 -1.89  -0.016
74 H 0.01 5.18 0.71  -0.009
75 H -0.16 3.85 -0.24  0.001
76 H -1.94 5.02 -1.26  0.010
77 H -0.68 5.51 -2.32  0.005
78 H -3.08 7.04 -0.83  -0.001
79 H -2.47 7.10 -2.41  0.001
80 H -2.12 8.48 -1.42  0.000
81 C 5.70 0.92 0.74  0.000
82 C 4.11 0.95 0.68  -0.002
83 C 3.60 0.45 -0.72  0.000
84 O 3.50 0.10 1.64  0.001
85 H 6.02 1.65 -0.01  0.000
86 H 6.06 -0.10 0.60  0.000
87 H 6.16 1.31 1.64  0.000
88 H 3.84 1.99 0.87  -0.002
89 H 3.95 1.10 -1.52  0.000
90 H 2.52 0.36 -0.87  0.000
91 H 4.06 -0.50 -0.99  0.000
92 H 2.55 0.14 1.52  0.000
93 C -3.84 1.01 -0.02  0.000
94 C -4.71 -0.28 0.08  0.000
95 C -5.85 -0.37 -0.98  0.000
96 O -3.99 -1.47 -0.12  0.000
97 H -3.27 1.07 -0.95  0.000
98 H -3.21 1.05 0.87  0.000
99 H -4.55 1.84 -0.04  0.000
100 H -5.21 -0.37 1.04  0.000
101 H -6.45 0.54 -0.88  0.000
102 H -6.53 -1.19 -0.75  0.000
103 H -5.56 -0.57 -2.01  0.000
104 H -3.19 -1.45 0.42  0.000
105 C -3.06 4.23 1.94  0.001
106 C -2.81 5.59 2.70  0.000
107 C -1.52 5.86 3.43  0.000
108 O -2.96 6.60 1.75  0.000
109 H -3.13 4.30 0.85  0.000
110 H -3.93 3.67 2.29  0.000
111 H -2.20 3.60 2.16  0.000
112 H -3.64 5.82 3.36  0.000
113 H -1.60 6.71 4.11  0.000
114 H -0.66 6.09 2.80  0.000
115 H -1.21 5.03 4.07  0.000
116 H -2.46 6.31 0.98  0.000

Summary:
net charge: +2
frontier orbital gap (spin up / spin down): 0.31564 / 0.14553 Eh
spin multiplicity: 2
⟨S²⟩: 0.7551
E_HOMO (spin up / spin down): -13.326 / -13.326 eV

# 4
This record from OMol25 describes a molecular structure, C8H24BaN3O13. The level of theory is wB97M-V/def2-TZVPD.

Last column: Mulliken charge in e.
Element x y z (Å)
1 Ba -0.27 -0.01 -0.34  1.555
2 N -1.25 -0.41 -3.96  0.764
3 O -1.02 -0.71 -2.74  -0.497
4 O -2.40 -0.49 -4.38  -0.587
5 O -0.33 0.00 -4.67  -0.640
6 N -2.15 2.53 -2.25  0.940
7 O -3.21 2.78 -2.82  -0.664
8 O -2.15 1.89 -1.16  -0.618
9 O -1.05 2.88 -2.71  -0.614
10 N -0.19 0.22 3.49  0.865
11 O 0.95 0.65 3.76  -0.729
12 O -0.87 -0.34 4.34  -0.647
13 O -0.58 0.37 2.30  -0.526
14 C 4.36 0.00 0.35  -0.936
15 C 3.51 0.53 1.49  -0.300
16 O 2.14 0.27 1.22  -0.147
17 H 4.60 0.77 -0.38  0.282
18 H 3.89 -0.87 -0.10  0.085
19 H 5.34 -0.35 0.68  0.354
20 H 3.70 1.60 1.64  0.307
21 H 3.75 0.09 2.47  0.313
22 H 1.61 0.67 1.93  0.175
23 C 1.08 -4.62 -0.98  -1.341
24 C 0.86 -3.16 -1.31  0.058
25 O 1.23 -2.34 -0.20  -0.349
26 H 0.83 -5.28 -1.81  0.374
27 H 0.54 -4.94 -0.09  0.299
28 H 2.15 -4.85 -0.82  0.390
29 H -0.23 -3.08 -1.38  0.150
30 H 1.29 -2.87 -2.27  0.276
31 H 2.01 -2.71 0.22  0.162
32 C -0.20 4.34 1.72  -1.110
33 C 0.66 4.09 0.50  -0.288
34 O 0.63 2.71 0.21  -0.190
35 H 0.25 3.99 2.65  0.288
36 H -1.15 3.79 1.67  0.254
37 H -0.46 5.39 1.84  0.368
38 H 1.68 4.45 0.66  0.299
39 H 0.29 4.72 -0.32  0.298
40 H 1.37 2.50 -0.35  0.184
41 C -4.02 -1.00 -0.45  -0.725
42 C -3.43 -1.82 0.68  -0.391
43 O -2.02 -1.98 0.52  -0.248
44 H -5.01 -0.62 -0.24  0.362
45 H -4.04 -1.62 -1.35  0.277
46 H -3.37 -0.13 -0.63  0.073
47 H -3.91 -2.81 0.69  0.302
48 H -3.68 -1.50 1.69  0.340
49 H -1.70 -2.74 1.01  0.155

Summary:
net charge: -1
frontier orbital gap: 0.26504 Eh
ΔE to the lowest compared entry with this formula, charge and spin: 0.0 kcal/mol
E_HOMO: -5.377 eV

# 5
This record from OMol25 describes a gas-phase ion, C9H15Cl2N2O5S (charge -1). The level of theory is wB97M-V/def2-TZVPD.

Last column: natural (NBO) charge in e.
Element x y z (Å)
1 N 4.17 1.30 1.20  -0.857
2 C 3.81 0.81 -0.13  0.684
3 O 3.75 1.62 -1.09  -0.595
4 C 3.44 -0.74 -0.45  -0.542
5 C 2.39 -1.37 0.62  -0.221
6 N 1.12 -1.85 0.03  -0.697
7 C 0.27 -0.80 -0.57  0.069
8 Cl 0.44 0.87 0.14  -0.055
9 C -1.26 -1.33 -0.44  -0.420
10 C -1.93 -1.04 0.98  -0.421
11 C -2.72 0.33 1.13  -0.431
12 C -3.48 0.85 -0.18  -0.594
13 S -3.93 2.65 0.15  1.945
14 O -3.83 2.98 1.63  -0.886
15 O -5.27 2.98 -0.42  -0.893
16 Cl -2.52 3.84 -0.87  -0.202
17 C 0.48 -0.64 -2.18  0.703
18 O 0.01 0.42 -2.73  -0.729
19 O 1.13 -1.59 -2.95  -0.820
20 H 4.47 0.53 1.81  0.367
21 H 4.90 2.00 1.06  0.389
22 H 3.13 -0.87 -1.54  0.301
23 H 4.44 -1.30 -0.33  0.202
24 H 2.92 -2.31 1.03  0.187
25 H 2.25 -0.70 1.55  0.209
26 H 1.25 -2.66 -0.59  0.410
27 H -1.86 -0.99 -1.35  0.225
28 H -1.18 -2.48 -0.54  0.221
29 H -2.54 -1.98 1.28  0.204
30 H -1.06 -1.01 1.75  0.232
31 H -2.03 1.14 1.54  0.253
32 H -3.53 0.16 1.95  0.215
33 H -4.44 0.28 -0.40  0.258
34 H -2.79 0.90 -1.10  0.290

Summary:
net charge: -1
frontier orbital gap: 0.24380 Eh
structure (SMILES): NC(=O)CCN[C@](Cl)(CCCCS(=O)(=O)Cl)C(=O)[O-]
ΔE to the lowest compared entry with this formula, charge and spin: 68.2 kcal/mol
E_HOMO: -4.678 eV

# 6
This record from OMol25 describes 2 unconnected molecules or ions with the total composition C4H6N2O. The level of theory is wB97M-V/def2-TZVPD.

Last column: natural (NBO) charge in e.
Element x y z (Å)
1 N -2.25 -0.54 -0.11  -0.810
2 C -0.90 -0.25 -0.09  0.339
3 C -0.27 1.10 -0.17  -0.295
4 C 1.14 0.83 -0.20  -0.462
5 C 1.27 -0.53 -0.10  0.480
6 O 2.40 -1.28 -0.07  -0.648
7 N 0.08 -1.20 0.04  -0.557
8 H -2.88 0.06 0.41  0.391
9 H -2.41 -1.53 0.05  0.399
10 H -0.77 1.92 -0.66  0.247
11 H 1.93 1.57 -0.29  0.223
12 H 3.16 -0.69 -0.16  0.481
13 H -0.52 0.54 1.35  0.212

Summary:
frontier orbital gap: 0.30581 Eh
ΔE to the lowest compared entry with this formula, charge and spin: 76.8 kcal/mol
E_HOMO: -8.038 eV

| no. | E_tot (eV) |
| --- | --- |
| 1 | -23192.47676 |
| 2 | -84062.76245 |
| 3 | -76653.84154 |
| 4 | -40461.43873 |
| 5 | -58673.37568 |
| 6 | -9270.16937 |